Computed, not measured: C33H77O19V as an isolated structure in a non-equilibrium geometry, with ωB97M-V/def2-TZVPD.

```
130
C33H77O19V ωB97M-V/def2-TZVPD
V -0.45 0.84 -2.96
O 0.45 0.73 1.05
C -0.02 0.54 -0.18
O -0.18 -0.58 -0.63
O -0.15 1.55 -0.95
H 0.70 -0.07 1.58
C 1.91 -1.76 -2.51
O 1.60 -0.39 -2.90
C 2.77 0.39 -2.78
C 2.51 1.85 -2.38
O 1.55 2.26 -3.33
C 1.12 3.59 -3.33
C 0.16 3.69 -4.48
O -1.00 2.90 -4.11
C -2.03 2.88 -5.15
H 1.84 -1.85 -1.43
H 2.92 -1.97 -2.86
H 1.14 -2.34 -3.02
H 3.38 0.39 -3.68
H 3.33 -0.10 -1.99
H 3.44 2.46 -2.43
H 2.11 1.85 -1.35
H 1.97 4.27 -3.49
H 0.69 3.87 -2.38
H 0.62 3.24 -5.41
H -0.07 4.74 -4.66
H -1.85 2.12 -5.91
H -1.94 3.83 -5.66
H -2.95 2.60 -4.60
C -2.58 3.34 -1.36
O -2.84 2.17 -2.04
C -3.18 1.04 -1.26
C -3.46 -0.14 -2.18
O -2.24 -0.54 -2.84
C -2.50 -1.27 -4.03
C -1.19 -1.50 -4.76
O -0.52 -0.21 -4.91
C 0.74 -0.30 -5.70
H -2.18 4.00 -2.12
H -1.88 3.21 -0.54
H -3.54 3.71 -1.03
H -4.02 1.23 -0.63
H -2.38 0.80 -0.58
H -4.21 0.15 -2.93
H -3.90 -0.85 -1.52
H -3.21 -0.69 -4.64
H -2.96 -2.24 -3.82
H -1.34 -1.84 -5.80
H -0.62 -2.27 -4.23
H 1.28 0.66 -5.64
H 0.39 -0.42 -6.72
H 1.37 -1.14 -5.45
C 1.99 -3.54 8.50
O 1.37 -3.91 7.27
C 0.18 -3.13 7.06
C 0.50 -1.77 6.45
O 0.95 -2.02 5.09
C 1.50 -0.84 4.53
C 2.29 -1.22 3.27
O 1.41 -1.52 2.18
C 1.64 -2.71 1.41
H 1.32 -3.69 9.33
H 2.31 -2.49 8.46
H 2.87 -4.12 8.69
H -0.42 -3.10 7.99
H -0.28 -3.66 6.25
H 1.20 -1.22 7.06
H -0.38 -1.07 6.37
H 2.25 -0.45 5.24
H 0.74 -0.06 4.34
H 2.94 -2.07 3.42
H 2.85 -0.34 2.94
H 1.19 -2.45 0.44
H 1.20 -3.60 1.85
H 2.70 -2.84 1.23
C 3.50 6.09 0.83
O 2.47 5.18 0.25
C 1.39 4.82 1.16
C 1.64 3.47 1.83
O 2.82 3.55 2.59
C 3.29 2.29 3.15
C 4.29 2.55 4.25
O 3.68 3.08 5.40
C 3.72 4.49 5.57
H 4.29 6.18 0.09
H 3.83 5.64 1.79
H 3.05 7.05 1.05
H 0.42 4.74 0.62
H 1.25 5.67 1.85
H 1.70 2.72 1.02
H 0.81 3.23 2.51
H 3.83 1.61 2.41
H 2.44 1.73 3.51
H 5.00 3.26 3.80
H 4.84 1.62 4.50
H 4.69 4.97 5.71
H 3.32 4.65 6.55
H 3.12 4.96 4.77
C -1.71 -2.23 2.79
O -2.71 -1.23 2.62
C -3.64 -1.71 1.72
C -4.72 -0.67 1.70
O -5.46 -0.71 0.53
C -6.62 0.11 0.49
H -2.19 -3.19 3.05
H -1.09 -1.71 3.53
H -1.08 -2.29 1.88
H -4.07 -2.70 1.90
H -3.24 -1.77 0.69
H -4.20 0.31 1.79
H -5.39 -0.79 2.55
H -6.96 0.02 -0.52
H -6.39 1.14 0.66
H -7.37 -0.23 1.20
C -1.55 -3.36 -0.85
O -1.40 -3.54 -2.30
C -1.34 -4.91 -2.70
C -1.15 -5.03 -4.20
O 0.11 -4.53 -4.56
C 0.57 -4.92 -5.86
H -2.22 -4.18 -0.45
H -2.01 -2.38 -0.77
H -0.55 -3.44 -0.41
H -2.25 -5.40 -2.34
H -0.53 -5.45 -2.17
H -1.87 -4.38 -4.71
H -1.30 -6.04 -4.55
H 0.76 -5.98 -5.92
H 1.46 -4.34 -6.04
H -0.18 -4.64 -6.64
```

As for the net charge: +1. As for the spin multiplicity: 4. Its molar mass is 828.90 u. For the HOMO energy (spin up / spin down), the calculation gives -10.4120 / -11.0987 eV. The HOMO-LUMO gap (spin up / spin down) comes out at 0.320 / 0.345 Ha.

Atom charges from the Mulliken analysis, given in e for atoms 1 to 5:
1 V 1.451
2 O 0.218
3 C -0.146
4 O -0.064
5 O -0.547


Computed, not measured: a 7-piece molecular cluster, C33H78BINO14 overall in a non-equilibrium geometry, with ωB97M-V/def2-TZVPD.

```
128
C33H78BINO14 ωB97M-V/def2-TZVPD
C -2.98 4.60 -2.05
C -1.87 4.78 -2.74
N -0.55 4.74 -3.50
C 0.51 4.44 -2.46
O 1.77 5.12 -2.66
C 2.89 4.15 -2.72
C 3.39 3.85 -1.20
B -0.31 6.17 -3.98
C 0.63 6.64 -5.22
O -0.97 7.23 -3.21
C -0.71 3.70 -4.58
I -1.39 1.74 -3.79
C -1.78 4.08 -5.74
C -1.07 4.47 -7.17
H -3.74 4.18 -1.27
H 0.08 4.83 -1.44
H 0.73 3.32 -2.29
H 2.65 3.20 -3.32
H 3.76 4.68 -3.27
H 4.43 3.33 -1.19
H 3.42 4.89 -0.66
H 2.56 3.24 -0.67
H 0.00 7.07 -6.11
H 1.36 5.81 -5.54
H 1.29 7.51 -4.82
H -0.49 7.28 -2.34
H 0.32 3.59 -5.11
H -2.40 3.12 -5.99
H -2.58 4.87 -5.42
H -1.04 5.60 -7.36
H -0.02 3.96 -7.24
H -1.70 3.97 -8.01
C 2.51 0.20 -0.56
O 2.38 0.69 0.77
C 1.17 0.24 1.40
C 1.45 -0.90 2.37
O 1.88 -2.08 1.69
C 3.29 -2.27 1.78
H 3.53 0.41 -0.89
H 2.35 -0.88 -0.61
H 1.81 0.72 -1.22
H 0.43 -0.06 0.65
H 0.76 1.09 1.95
H 0.52 -1.16 2.89
H 2.19 -0.60 3.13
H 3.55 -2.60 2.79
H 3.84 -1.36 1.53
H 3.57 -3.06 1.08
C 2.15 -0.34 -4.78
O 2.17 -1.33 -3.77
C 0.92 -2.01 -3.64
C 0.97 -3.39 -4.29
O 1.10 -3.29 -5.71
C 2.43 -3.54 -6.15
H 3.17 -0.01 -4.96
H 1.74 -0.73 -5.72
H 1.56 0.52 -4.45
H 0.10 -1.41 -4.06
H 0.73 -2.14 -2.57
H 0.03 -3.91 -4.09
H 1.79 -3.99 -3.87
H 2.66 -4.60 -6.07
H 3.16 -2.96 -5.58
H 2.50 -3.24 -7.20
C -3.26 -5.19 -0.27
O -2.09 -5.92 0.07
C -1.20 -6.08 -1.04
C -0.03 -5.11 -0.95
O -0.45 -3.76 -1.11
C -0.53 -3.06 0.13
H -3.78 -4.93 0.65
H -3.02 -4.26 -0.80
H -3.92 -5.81 -0.89
H -1.74 -5.96 -1.99
H -0.82 -7.10 -1.00
H 0.67 -5.33 -1.76
H 0.51 -5.24 0.00
H 0.48 -2.84 0.49
H -1.08 -3.63 0.88
H -1.04 -2.11 -0.04
C -1.51 6.19 4.47
O -1.68 6.42 3.08
C -0.65 5.79 2.30
C -1.16 4.51 1.65
O -1.43 3.51 2.63
C -2.82 3.37 2.90
H -2.43 6.51 4.98
H -1.35 5.14 4.70
H -0.68 6.79 4.85
H 0.24 5.60 2.91
H -0.38 6.50 1.51
H -0.37 4.11 1.00
H -2.05 4.70 1.04
H -3.31 2.88 2.06
H -3.29 4.34 3.09
H -2.94 2.75 3.79
C 1.27 -9.48 -1.23
O 1.13 -8.99 0.10
C -0.08 -9.44 0.72
C 0.20 -10.59 1.69
O 0.63 -11.76 1.00
C 2.04 -11.96 1.09
H 2.29 -9.26 -1.57
H 1.10 -10.55 -1.29
H 0.57 -8.96 -1.89
H -0.82 -9.74 -0.03
H -0.49 -8.60 1.28
H -0.73 -10.84 2.21
H 0.94 -10.29 2.45
H 2.30 -12.28 2.11
H 2.59 -11.05 0.84
H 2.32 -12.74 0.39
C -1.75 5.75 8.26
O -1.63 4.67 7.34
C -0.98 3.54 7.92
C -1.99 2.46 8.30
O -2.83 2.88 9.37
C -4.12 3.28 8.92
H -2.43 6.49 7.82
H -2.17 5.43 9.21
H -0.78 6.22 8.41
H -0.38 3.83 8.79
H -0.31 3.13 7.16
H -1.45 1.58 8.66
H -2.59 2.15 7.43
H -4.70 2.40 8.64
H -4.06 3.97 8.08
H -4.63 3.78 9.75
```

As for the net charge: +1. As for the spin multiplicity: 1. The energy above the lowest of the compared OMol25 structures with the same formula, charge and spin comes out at 85.1 kcal per mole. Its molar mass is 850.70 u. For the HOMO energy, the calculation gives -10.2921 eV. The HOMO-LUMO gap comes out at 0.246 Ha.

Atom charges from the Mulliken analysis, given in e for atoms 1 to 5:
1 C -0.926
2 C 0.206
3 N 0.582
4 C 0.018
5 O -0.356


Computed, not measured: a 7-piece molecular cluster, C33H78N2O7 overall in a non-equilibrium geometry, with ωB97M-V/def2-TZVPD.

```
120
C33H78N2O7 ωB97M-V/def2-TZVPD
C 4.41 -1.84 1.74
C 5.07 -0.61 2.38
C 4.47 0.63 1.71
C 4.70 -0.55 3.86
C 5.40 -1.60 4.68
C 6.90 -1.42 4.47
C 7.38 -1.45 3.01
C 8.80 -0.91 2.98
C 7.46 -2.89 2.51
N 6.51 -0.60 2.22
O 6.89 -0.56 0.86
H 4.81 -2.02 0.74
H 4.63 -2.78 2.24
H 3.31 -1.79 1.72
H 3.38 0.58 1.77
H 4.85 1.53 2.20
H 4.79 0.70 0.67
H 5.00 0.43 4.27
H 3.61 -0.51 3.98
H 5.19 -1.56 5.75
H 5.08 -2.60 4.36
H 7.44 -2.25 4.95
H 7.26 -0.52 4.97
H 9.06 -0.62 1.95
H 9.56 -1.60 3.32
H 8.94 0.04 3.52
H 7.76 -2.92 1.46
H 6.52 -3.44 2.61
H 8.22 -3.46 3.04
H 7.20 0.34 0.73
C -5.47 0.00 -1.45
C -5.61 1.46 -1.87
C -4.95 2.33 -0.79
C -4.85 1.65 -3.19
C -5.29 2.80 -4.11
C -6.81 2.87 -4.20
C -7.53 2.89 -2.85
C -7.35 4.28 -2.20
C -8.99 2.61 -3.15
N -7.01 1.80 -2.04
O -7.69 1.72 -0.80
H -4.44 -0.32 -1.60
H -5.77 -0.14 -0.41
H -6.06 -0.64 -2.11
H -5.18 3.39 -0.90
H -5.40 2.06 0.17
H -3.87 2.20 -0.68
H -3.82 1.91 -2.91
H -4.76 0.71 -3.75
H -4.81 3.73 -3.82
H -4.95 2.52 -5.11
H -7.10 2.00 -4.80
H -7.14 3.77 -4.73
H -8.26 4.87 -2.33
H -6.53 4.83 -2.65
H -7.26 4.20 -1.11
H -9.05 1.57 -3.50
H -9.34 3.27 -3.94
H -9.63 2.66 -2.27
H -8.30 0.98 -0.91
C -1.06 -1.20 -0.91
C -0.52 -0.16 0.03
C 0.84 -0.47 0.61
O -0.50 1.11 -0.66
H -0.35 -1.46 -1.69
H -1.95 -0.81 -1.41
H -1.35 -2.10 -0.38
H -1.23 -0.09 0.87
H 0.78 -1.19 1.43
H 1.25 0.44 1.07
H 1.56 -0.83 -0.13
H -0.12 1.66 0.04
C -1.76 4.52 -0.49
C -1.27 4.13 0.92
C -2.07 3.02 1.57
O 0.13 3.82 0.82
H -1.37 5.49 -0.77
H -2.84 4.49 -0.59
H -1.34 3.79 -1.19
H -1.37 5.03 1.54
H -2.15 2.13 0.95
H -3.06 3.37 1.86
H -1.50 2.83 2.48
H 0.57 4.67 0.87
C 0.82 -3.98 4.09
C -0.42 -3.40 3.45
C -0.67 -2.00 3.93
O -0.20 -3.31 2.04
H 1.66 -3.29 4.21
H 1.24 -4.82 3.52
H 0.67 -4.40 5.09
H -1.26 -4.07 3.65
H -0.89 -1.98 5.00
H -1.56 -1.57 3.46
H 0.19 -1.37 3.74
H 0.30 -4.09 1.76
C 1.06 -4.20 -1.76
C 1.55 -5.30 -0.83
C 2.78 -4.87 -0.10
O 0.59 -5.60 0.19
H 0.00 -4.27 -2.04
H 1.66 -4.24 -2.67
H 1.13 -3.21 -1.31
H 1.75 -6.21 -1.40
H 2.70 -3.83 0.22
H 3.73 -4.96 -0.64
H 2.89 -5.46 0.82
H -0.27 -5.81 -0.19
C 1.27 2.85 -3.76
C 1.19 1.56 -4.56
C 0.04 0.69 -4.10
O 1.02 1.94 -5.93
H 2.24 3.34 -3.84
H 1.15 2.64 -2.69
H 0.45 3.54 -3.97
H 2.15 1.07 -4.32
H -0.91 1.10 -4.46
H -0.08 0.67 -3.02
H 0.10 -0.29 -4.59
H 1.26 1.20 -6.48
```

As for the spin multiplicity: 1. The energy above the lowest of the compared OMol25 structures with the same formula, charge and spin comes out at 26.0 kcal per mole. Its molar mass is 614.99 u. The SMILES is CC1(C)CCCC(C)(C)N1O.CC1(C)CCCC(C)(C)N1O.CC(C)O.CC(C)O.CC(C)O.CC(C)O.CC(C)O. For the HOMO energy, the calculation gives -8.1353 eV. The HOMO-LUMO gap comes out at 0.322 Ha.

Atom charges from the Mulliken analysis, given in e for atoms 1 to 5:
1 C -1.537
2 C 1.980
3 C -2.043
4 C -1.336
5 C -0.497


Computed, not measured: a 7-piece molecular cluster, C33H78N2O7 overall in a non-equilibrium geometry, with ωB97M-V/def2-TZVPD.

```
120
C33H78N2O7 ωB97M-V/def2-TZVPD
C 23.29 23.36 12.54
C 22.51 24.68 12.56
C 21.40 24.58 11.54
C 21.82 24.79 13.93
C 22.81 25.19 15.03
C 23.69 26.38 14.68
C 24.33 26.31 13.28
C 24.64 27.75 12.88
C 25.63 25.51 13.37
N 23.34 25.85 12.30
O 23.91 25.76 11.01
H 22.62 22.50 12.67
H 23.79 23.21 11.58
H 24.05 23.27 13.31
H 21.76 24.26 10.56
H 20.67 23.83 11.86
H 20.89 25.53 11.44
H 20.93 25.41 13.94
H 21.52 23.77 14.20
H 22.33 25.36 16.00
H 23.41 24.29 15.24
H 24.51 26.41 15.40
H 23.17 27.32 14.88
H 23.83 28.46 13.08
H 24.81 27.85 11.81
H 25.52 28.15 13.38
H 25.62 24.78 14.19
H 26.54 26.09 13.48
H 25.81 24.85 12.52
H 24.59 25.07 11.06
C 17.83 28.32 20.30
C 18.33 27.34 19.22
C 17.97 25.91 19.53
C 17.58 27.73 17.92
C 18.01 29.02 17.19
C 19.36 29.53 17.67
C 20.38 28.45 18.08
C 20.97 27.69 16.90
C 21.48 29.27 18.75
N 19.75 27.50 18.98
O 20.54 27.06 20.07
H 17.92 29.37 20.05
H 16.76 28.09 20.46
H 18.18 28.11 21.32
H 18.53 25.23 18.88
H 18.11 25.60 20.56
H 16.92 25.73 19.27
H 17.76 26.97 17.16
H 16.53 27.78 18.19
H 18.07 28.79 16.12
H 17.23 29.78 17.18
H 19.21 30.32 18.41
H 19.83 30.10 16.86
H 21.93 27.25 17.20
H 21.13 28.32 16.02
H 20.31 26.87 16.61
H 22.22 29.65 18.04
H 22.12 28.63 19.37
H 21.11 29.99 19.48
H 20.85 26.19 19.80
C 21.28 32.96 18.99
C 21.66 34.00 20.02
C 22.79 34.89 19.55
O 20.54 34.85 20.33
H 20.43 32.32 19.27
H 22.07 32.21 18.88
H 21.11 33.41 18.02
H 21.91 33.53 20.98
H 22.40 35.53 18.76
H 23.58 34.30 19.09
H 23.13 35.50 20.39
H 19.86 34.43 20.87
C 17.36 32.95 19.57
C 17.33 34.42 19.92
C 15.98 35.02 19.62
O 17.61 34.52 21.33
H 16.44 32.46 19.92
H 18.17 32.37 20.01
H 17.39 32.83 18.49
H 18.13 34.93 19.39
H 15.95 36.11 19.74
H 15.17 34.51 20.14
H 15.70 34.90 18.57
H 17.68 35.45 21.58
C 16.06 24.45 15.59
C 17.20 23.94 14.73
C 16.73 22.89 13.72
O 17.74 25.07 14.02
H 15.45 23.70 16.10
H 15.32 25.07 15.08
H 16.56 25.05 16.36
H 17.99 23.54 15.37
H 16.07 23.36 12.99
H 16.18 22.09 14.21
H 17.55 22.44 13.15
H 17.40 25.01 13.12
C 12.42 28.91 20.32
C 13.13 29.35 19.04
C 14.09 30.49 19.35
O 13.84 28.25 18.47
H 11.63 28.18 20.12
H 11.92 29.78 20.77
H 13.13 28.55 21.06
H 12.40 29.70 18.32
H 13.55 31.38 19.69
H 14.68 30.73 18.46
H 14.78 30.29 20.18
H 14.44 27.87 19.12
C 23.01 23.18 18.40
C 21.65 23.75 18.70
C 20.60 22.68 18.90
O 21.74 24.55 19.92
H 23.15 22.97 17.34
H 23.15 22.24 18.95
H 23.79 23.87 18.74
H 21.32 24.48 17.96
H 19.61 23.12 19.03
H 20.91 22.05 19.74
H 20.53 22.05 18.01
H 21.34 24.04 20.63
```

As for the spin multiplicity: 1. The energy above the lowest of the compared OMol25 structures with the same formula, charge and spin comes out at 43.2 kcal per mole. Its molar mass is 614.99 u. The SMILES is CC1(C)CCCC(C)(C)N1O.CC1(C)CCCC(C)(C)N1O.CC(C)O.CC(C)O.CC(C)O.CC(C)O.CC(C)O. For the HOMO energy, the calculation gives -7.5371 eV. The HOMO-LUMO gap comes out at 0.295 Ha.

Atom charges from the Mulliken analysis, given in e for atoms 1 to 5:
1 C -1.868
2 C 1.842
3 C -1.956
4 C -1.385
5 C 1.304